The following is a DFT calculation (ωB97M-V with the def2-TZVPD basis set) of the molecule C5H7NO.

As for the multiplicity: 1. The value obtained for the LUMO energy is -0.64 eV. The total energy is -324.473375 hartree. Its gap between HOMO and LUMO is 8.50 eV. The energy relative to the best compared isomer or geometry (same formula, charge and spin) is 6.833 eV.

Geometry (Å):
C1 -1.37859 -1.17478 0.11531
C2 -0.19289 -0.24327 0.38511
C3 1.04450 -0.61857 -0.45945
C4 2.32895 0.08016 -0.31834
O1 -0.82978 3.48009 -0.30320
C5 -0.54371 1.16802 0.13557
N1 -0.67282 2.30104 -0.08104
H1 -2.23360 -0.91662 0.74559
H2 -1.09469 -2.21203 0.32445
H3 -1.69122 -1.10942 -0.93153
H4 0.08788 -0.32088 1.44399
H5 1.41710 -1.61872 -0.13596
H6 0.77936 -0.77626 -1.51405
H7 2.28235 0.65037 0.63837